{
  "formula": "C7H14N2O4",
  "method": "ωB97M-V/def2-TZVPD",
  "energy_ha": -685.61362,
  "homo_lumo_gap_ev": 10.00,
  "smiles": "C[C@H](N)C(=O)N[C@H](C(=O)O)[C@@H](C)O",
  "e_lumo_ev": 0.3896,
  "symbols": ["C", "C", "N", "C", "O", "N", "C", "C", "O", "O", "C", "C", "O", "H", "H", "H", "H", "H", "H", "H", "H", "H", "H", "H", "H", "H", "H"],
  "coordinates": [[2.035416, 0.010875, 1.682958], [2.381812, -0.267151, 0.215081], [2.592783, 1.048016, -0.417662], [1.296128, -1.016709, -0.517412], [1.336331, -2.230114, -0.465215], [0.356075, -0.375947, -1.335064], [-0.954764, 0.106420, -0.885163], [-0.939412, 1.418897, -0.142082], [-1.938678, 1.811064, 0.400913], [0.152189, 2.161691, -0.073716], [-1.824108, -0.926146, -0.074833], [-1.529896, -1.194088, 1.374804], [-3.170606, -0.633491, -0.220739], [1.100235, 0.564145, 1.680547], [2.883377, 0.569639, 2.128096], [1.890990, -0.961561, 2.138125], [3.246683, -0.963087, 0.197433], [2.904020, 0.979767, -1.397403], [3.188397, 1.652264, 0.132744], [0.295950, -0.873004, -2.210566], [-1.540735, 0.317253, -1.799070], [0.910637, 1.768509, -0.543561], [-1.614430, -1.844527, -0.614007], [-1.707808, -0.302097, 2.026833], [-2.265437, -1.959886, 1.716635], [-0.512518, -1.557829, 1.588380], [-3.246311, 0.240131, 0.174829]],
  "forces_ev_per_a": [[0.20, -0.35, -0.79], [0.49, 1.15, 0.09], [0.11, -0.51, -0.92], [-0.06, -1.69, 0.40], [0.05, 0.28, -0.21], [-0.08, 0.96, -0.39], [-0.06, -0.09, 0.25], [0.21, 0.74, 0.24], [-0.78, -0.08, 0.25], [-0.39, 0.14, -0.17], [1.04, -0.53, -0.86], [0.01, 0.27, 1.52], [-0.60, 0.15, -0.35], [0.11, 0.27, 0.52], [-0.71, -0.33, 0.02], [0.04, 0.03, 0.54], [-0.29, 0.50, -0.20], [0.07, 0.10, 0.86], [0.18, -0.11, -0.18], [-0.31, -0.34, 0.15], [0.25, -0.19, 0.37], [0.67, -0.37, 0.03], [-0.23, -0.39, -0.14], [0.14, -0.50, -0.62], [0.65, 0.44, -0.28], [-0.32, 0.02, -0.23], [-0.39, 0.45, 0.10]]
}